No. 1
121
Properties=species:S:1:pos:R:3:forces:R:3 method="wB97M-V/def2-TZVPD" multiplicity=1 mol_weight_g_mol=744.2 homo_ev=-7.89 gap_ha=0.309 max_force_ha_per_bohr=0.0560 e_lumo_ev=0.52
C 4.969 -4.050 3.966 0.7 0.0 -0.6
O 3.015 1.144 0.012 0.0 -0.3 -0.9
O 2.034 3.246 -4.026 0.0 -0.1 -0.1
C 3.079 -0.203 -0.484 -0.2 -0.9 -0.8
C 5.607 -4.731 2.667 0.0 0.5 0.6
H 2.664 -2.653 3.593 0.4 0.6 -0.8
O 1.218 -2.445 -0.256 1.6 -1.2 2.1
H -5.155 -5.091 -1.565 0.1 0.8 0.7
H -8.447 -1.221 2.108 0.6 0.4 -0.7
H -2.713 0.867 5.486 0.0 0.2 0.0
C -1.576 -4.157 -0.236 0.0 -0.2 -1.1
C -1.765 10.924 -1.301 -0.4 -0.3 0.1
H -4.878 1.215 6.302 0.0 -0.1 -0.1
H 5.008 0.833 -3.208 1.1 0.2 0.2
C 3.301 -6.203 0.040 -1.0 1.6 -1.0
C -6.544 -3.543 -0.680 0.2 -0.7 0.2
H 6.723 -2.663 -0.258 -0.6 -0.2 -0.8
C 2.986 2.105 -1.041 0.4 1.0 -0.4
C -6.740 -2.898 0.772 0.9 0.0 -0.5
C 4.839 -2.477 3.773 -0.7 -0.1 -0.4
C 5.927 1.076 -2.601 0.1 -1.0 0.2
C 2.771 -5.042 -0.561 0.7 -1.7 0.5
H 3.986 -4.552 4.169 0.7 0.8 0.0
C -0.101 9.061 -1.688 -0.1 -0.3 0.1
H 5.654 -2.084 3.091 -0.6 -0.5 0.9
H -4.282 -2.642 -1.848 0.3 -0.4 0.9
H -2.608 11.044 -1.985 0.0 0.2 0.0
C -0.121 3.378 -5.061 0.0 -0.1 -0.1
H 6.624 -0.401 -1.137 0.0 0.0 -1.0
N 1.165 -0.548 1.830 0.4 -0.6 -1.2
H 6.638 1.768 -3.135 -0.8 -0.6 0.3
C 3.459 -2.056 3.078 1.1 -0.4 1.4
O 5.496 1.673 -1.369 -0.5 0.0 -0.4
H 0.647 10.626 -2.946 0.0 0.1 0.1
H -0.414 4.267 -5.622 -0.2 -0.1 0.1
H -5.800 -0.532 4.032 0.0 0.0 0.1
H -1.108 5.059 -1.912 -0.2 0.1 -0.1
H 1.881 9.528 -2.314 -0.2 -0.1 0.1
H -0.994 2.929 -4.584 -0.1 0.1 -0.1
H 3.280 -4.693 -1.503 0.4 0.8 1.7
Si 1.230 -4.118 0.133 -0.5 -1.4 -2.5
H -0.149 -4.485 -1.876 -0.1 -0.8 1.0
C -4.038 0.382 3.873 -0.1 -0.3 -0.3
H -1.433 5.033 -3.661 0.1 -0.2 0.0
N 0.558 4.631 -3.066 0.0 -0.4 -0.5
H 4.711 3.548 -1.017 -0.4 -1.0 -0.5
H -8.173 0.937 -1.328 -0.2 0.0 1.0
H -6.557 1.087 5.737 0.0 0.1 0.2
O 0.108 7.856 -1.677 0.1 0.3 0.2
S 0.898 -4.572 2.210 0.4 -0.3 0.6
C -2.634 -4.034 -1.420 0.1 0.8 1.3
H 7.719 -0.326 -2.612 -0.9 0.2 0.4
H 1.162 10.732 -1.235 0.0 0.1 -0.1
C 6.648 -0.298 -2.261 -0.2 0.9 -0.1
H 2.470 3.019 -0.629 0.5 -0.9 -0.3
H -7.670 -3.278 1.286 0.8 0.6 -0.7
H -7.471 1.538 0.242 -0.8 -0.6 -0.4
H -4.986 -4.834 0.242 -0.2 0.2 -0.9
Si 2.232 -1.457 0.727 -0.7 1.1 -0.4
H 4.331 2.829 -2.657 -0.2 0.0 1.2
H 2.397 1.786 -1.944 0.4 -0.1 1.0
O -3.833 -0.097 2.769 0.1 0.1 0.0
C -0.710 5.312 -2.897 0.2 0.2 0.1
N 3.518 -2.321 1.597 -0.6 1.3 0.6
N -1.327 9.543 -1.348 0.4 0.0 -0.1
H 4.127 -0.561 -0.704 -0.8 0.7 0.1
H 4.387 -1.841 1.318 -0.4 -0.5 -0.2
H 0.244 -0.488 1.385 0.2 0.0 0.4
H 1.503 0.411 1.938 -0.1 -0.3 0.0
C -5.610 0.554 5.846 -0.3 -0.3 -0.3
C -7.863 -0.573 1.402 0.7 0.0 -0.1
H -3.822 -2.608 -0.084 0.0 -0.7 -0.8
H -1.988 8.821 -1.105 0.0 0.1 0.0
C -3.960 -3.278 -0.977 -0.5 -1.2 -0.9
H -2.191 1.442 3.897 -0.1 -0.1 0.0
H 0.302 2.655 -5.756 0.1 0.1 0.1
C 0.911 3.735 -4.024 0.3 0.1 0.4
H 4.998 -2.692 -0.885 1.0 -0.2 -0.3
H 3.282 -0.972 3.318 0.1 -0.9 -0.3
C -3.054 1.302 4.545 0.1 0.1 0.0
C -8.384 1.076 -0.232 0.0 0.6 -0.4
H -2.096 11.149 -0.286 0.0 0.2 -0.1
H -6.518 -0.959 -0.308 -0.2 -0.3 1.2
C 0.962 10.057 -2.069 0.1 0.0 -0.1
H 5.653 -4.266 4.832 -0.8 0.2 -0.7
C -6.620 -1.314 0.761 0.0 0.0 0.5
N -5.189 0.089 4.541 0.4 0.2 -0.1
C 6.052 -3.025 -1.079 -0.1 -0.8 -0.4
H -0.293 -5.989 -0.765 0.0 1.0 -0.2
H -7.487 0.322 1.993 -0.6 -0.8 -0.6
H 1.296 4.824 -2.406 -0.1 0.1 0.0
H -1.284 -3.120 0.108 -0.5 -1.0 -0.4
O 5.949 -1.361 -2.922 1.0 -0.3 0.5
H 5.413 -4.043 1.797 0.2 -1.1 0.7
H -2.871 -5.075 -1.790 0.2 1.2 0.2
H -7.383 -4.255 -0.942 0.8 0.7 0.5
H 6.232 -3.410 -3.272 0.2 1.0 0.6
C 6.533 -2.613 -2.535 -0.3 -0.5 1.1
H -2.152 -3.406 -2.227 -0.4 -1.0 0.7
H -6.559 -2.756 -1.492 0.0 -0.7 0.9
C 4.410 2.597 -1.553 0.2 0.7 -0.2
H 4.389 -6.309 0.269 -0.8 -0.5 -1.4
H 6.714 -4.835 2.831 -0.9 0.1 -0.4
H -5.763 -0.313 6.492 0.0 0.2 0.2
H -5.669 -0.990 1.303 -1.2 -0.5 -0.7
H 4.938 -1.935 4.761 -0.2 -0.6 -1.0
H -0.974 11.614 -1.582 0.0 -0.1 0.0
H -5.864 -3.277 1.378 -1.0 0.3 -0.4
H 2.608 -7.060 0.242 0.6 1.2 1.3
H 6.026 -4.156 -1.041 0.1 1.2 0.2
O -8.780 -0.160 0.373 0.7 0.7 0.6
H -0.530 6.386 -2.943 -0.3 -0.2 0.0
C -0.274 -4.870 -0.816 -0.1 1.5 0.7
H 2.522 -0.268 -1.475 0.6 0.0 1.0
H -1.984 -4.700 0.657 0.3 0.4 -0.8
H 2.005 -5.282 2.661 -0.6 0.8 -0.9
H 7.660 -2.566 -2.497 -1.0 0.1 -0.4
H -9.215 1.825 -0.135 0.6 -0.7 -0.1
H 5.196 -5.761 2.484 0.3 1.0 0.1
C -5.150 -4.321 -0.744 -0.2 1.2 0.1
H -3.512 2.277 4.726 0.1 0.0 0.2

=====

No. 2
121
Properties=species:S:1:pos:R:3:forces:R:3 method="wB97M-V/def2-TZVPD" smiles="[H]/N=C(/N)NCCCC[C@](CCCN)(OCC[SH](=O)=O)[C@@](O)(O[C@H](COCCOCC)NCC)[PH2]=S.CCCCCC.CCCCCC" multiplicity=1 mol_weight_g_mol=736.1 homo_ev=-8.50 gap_ha=0.317 max_force_ha_per_bohr=0.0591 e_lumo_ev=0.12
N 2.118 -3.921 -1.656 -0.4 -0.1 2.0
H -2.633 1.750 -2.634 0.3 0.8 0.4
C 2.054 1.205 7.518 0.0 -0.1 -0.1
C 0.168 -1.821 0.522 -0.5 -1.9 0.3
H -3.738 -4.144 -3.529 0.0 -0.1 0.0
H -0.739 2.980 8.631 0.1 0.1 0.0
H -0.144 3.704 -1.068 0.1 0.0 0.2
C 0.301 2.881 8.310 -0.2 0.0 0.0
H -2.991 -0.497 -0.537 1.1 0.3 0.2
H -1.903 -8.844 -5.093 -0.1 0.0 0.1
H -5.175 3.671 0.093 1.0 0.6 -0.2
H 1.650 -3.012 -1.566 0.0 -0.3 -0.3
C -1.697 -3.523 -3.696 0.0 0.0 -0.2
O 2.787 3.647 -5.489 -0.6 0.8 0.6
O -4.387 6.083 1.411 0.8 -1.2 -2.6
N 1.791 -3.796 0.749 -0.3 -2.3 0.0
P -1.240 2.023 -2.557 0.5 -2.3 -1.5
H 3.789 1.291 2.192 0.6 -0.4 -0.8
H 2.707 1.480 8.353 0.0 0.0 0.0
H 0.940 3.207 9.134 0.0 0.0 0.0
H 5.154 0.317 1.559 -0.7 0.5 -0.7
H 0.451 3.560 7.468 0.0 0.0 0.0
C 4.039 3.281 -3.367 -0.6 0.2 -0.3
H 1.332 -0.416 5.283 0.0 0.0 0.0
H 0.674 -1.575 -0.441 -0.4 0.3 0.9
H -0.106 -3.920 -0.187 0.2 0.6 0.9
H 1.837 -4.535 1.461 0.3 0.5 -0.1
H -1.800 -2.505 -0.058 0.2 1.0 0.5
C 4.258 0.908 1.236 -1.0 0.4 0.6
H 0.651 -1.363 1.424 -0.3 0.0 -1.1
N 2.902 0.470 -0.914 -1.0 -0.2 1.4
H 3.444 -1.034 0.582 -0.6 0.8 -0.3
C 1.880 1.574 -0.876 2.6 -0.5 -1.3
C -1.877 -0.366 -0.393 -0.9 -0.6 0.3
H 4.105 2.312 -3.944 0.2 0.9 0.6
C 2.218 2.434 -2.171 0.0 -1.4 -0.1
H 2.306 1.678 -3.004 -0.5 0.7 0.7
C -3.156 2.925 0.683 -1.3 2.4 0.4
H 0.731 3.532 -5.667 0.6 0.7 0.0
C 1.694 1.714 5.011 0.1 0.0 -0.1
H -1.560 -0.129 3.385 -0.5 0.8 -0.6
H -3.834 0.073 1.422 0.3 0.6 0.8
H 2.258 4.671 -3.676 0.6 -0.7 -0.4
H -4.011 3.658 -1.275 0.2 0.4 0.8
H -3.750 2.705 1.616 0.7 -0.4 -0.9
H 2.102 2.123 0.075 -0.7 -0.2 -0.9
H 0.475 4.224 -7.966 0.9 0.0 0.6
H 2.497 3.049 6.487 0.0 0.0 0.0
H -1.447 -0.506 -1.429 -0.2 0.4 1.1
H -1.777 -1.648 1.508 0.1 0.4 -0.9
H 3.787 5.141 -4.493 -0.7 -0.7 0.4
H -2.567 -5.120 -1.592 0.0 0.0 0.0
H -3.110 -7.857 -4.272 0.0 0.0 0.0
N -4.542 0.940 3.306 0.0 -0.6 -0.4
H -0.230 -3.729 1.608 0.9 0.2 -0.7
H -0.704 -3.932 -3.890 0.0 0.1 0.1
C -2.760 -4.613 -3.672 0.0 0.1 0.2
H -4.186 0.985 4.268 0.0 0.1 -0.5
O -2.877 1.809 -0.136 0.4 0.2 1.1
C 3.136 0.039 0.500 0.7 0.8 0.6
C -4.105 3.884 -0.183 -0.5 -0.9 0.1
H -1.215 -7.140 -1.804 0.0 0.0 0.0
H 2.786 -0.039 4.345 0.0 0.0 0.0
H 2.081 2.355 4.212 -0.1 0.0 0.0
H -2.293 3.558 0.998 -0.2 -0.9 -0.5
H -2.799 -5.109 -4.647 0.0 0.0 0.0
C -1.673 1.095 0.185 1.6 -0.1 -1.2
H 2.208 0.133 7.358 0.0 0.0 0.0
O 0.593 0.924 -0.930 -0.6 1.8 1.1
C 0.357 -3.398 0.704 -0.9 1.0 -0.9
C 1.754 0.266 4.541 -0.1 0.0 0.0
O 3.508 3.044 -2.049 -1.0 0.1 -0.6
O -0.220 3.101 -0.317 -0.3 -1.2 0.2
H 4.533 1.834 0.660 -0.1 -1.1 0.3
H 2.044 3.341 -8.042 -0.4 0.7 0.7
H -0.954 3.326 -3.063 -0.5 0.1 0.8
C -2.114 -8.292 -4.174 0.0 0.0 -0.2
H -0.867 2.250 1.927 -0.4 -1.0 -0.7
C -1.176 1.198 1.662 0.5 0.0 0.6
H 3.559 1.723 6.080 0.0 0.0 0.0
H -3.401 -6.325 -2.545 0.0 0.0 0.0
H 2.019 5.149 -8.002 -0.4 -0.9 0.5
C -0.542 1.771 -0.765 -0.2 0.9 -0.2
H 5.038 3.757 -3.219 -0.8 -0.6 -0.1
C -2.548 -5.638 -2.558 -0.1 -0.1 -0.1
C -1.052 -7.223 -3.946 0.0 -0.1 0.1
C 1.572 4.203 -6.000 -1.0 -0.4 -1.2
C 2.511 1.975 6.276 0.0 0.1 0.0
H -0.078 1.118 7.131 0.0 0.0 0.0
H -3.621 -0.904 2.910 0.4 0.8 -0.8
H -0.210 0.616 1.717 -1.0 0.6 -0.3
H -1.916 -2.798 -4.483 0.1 0.0 0.1
C 2.233 -4.426 -0.465 0.6 0.3 -2.1
H 2.169 0.224 1.037 0.8 -0.7 0.0
C -1.247 -6.441 -2.647 0.1 0.1 0.0
H 3.718 -5.545 0.218 -0.4 -0.5 0.1
H -2.228 1.512 3.589 0.1 -0.7 -0.9
C -2.113 0.684 2.829 0.3 -0.2 0.1
H -2.130 -9.008 -3.348 0.0 0.0 0.0
H 0.651 2.008 5.161 0.0 0.0 0.0
H 1.379 5.254 -5.656 0.3 -0.9 0.0
C -1.392 -1.584 0.461 0.7 -0.6 -0.4
H 3.347 -5.838 -1.325 -0.5 0.0 0.3
H -1.026 -6.543 -4.801 0.0 0.0 0.0
H 0.380 0.797 8.790 0.0 0.0 -0.1
H -0.072 -7.709 -3.911 0.0 0.1 0.0
H 1.403 3.150 -2.454 0.7 -0.3 0.3
C 1.531 4.225 -7.578 0.3 0.2 -0.2
H 1.186 0.149 3.613 0.0 -0.1 0.0
N 2.915 -5.715 -0.402 0.2 1.9 0.7
C 3.138 4.250 -4.230 1.4 0.8 -0.3
C -3.549 0.149 2.495 -0.1 -1.0 1.6
H -1.668 -2.986 -2.743 0.0 0.0 0.0
S -0.372 0.752 -3.795 -0.3 0.4 0.1
S -3.784 5.659 0.118 1.2 1.8 2.1
O -2.348 5.995 -0.072 -2.5 -1.1 -0.2
H -4.489 6.336 -0.882 0.4 -0.8 0.5
H -5.370 0.340 3.395 0.1 0.5 -0.1
H 2.458 -0.351 -1.344 0.1 0.6 -0.3
H -0.394 -5.769 -2.510 0.0 0.0 0.0
C 0.600 1.436 7.929 0.1 0.0 0.1